(1)
A structure of composition C29H48CoNOP2, computed with ωB97M-V with the def2-TZVPD basis set.

## Properties
* largest force on an atom: 0.0618 hartree/bohr
* HOMO energy (alpha / beta): -6.76 / -9.68 eV
* Kohn-Sham gap (alpha / beta): 4.78 / 3.77 eV
* expectation value of S²: 8.80
* electronic energy: -90576.9855 eV

Structure (ORCA input):
```
! RIJCOSX wB97M-V def2-TZVPD def2/J DEFGRID3
* xyz 1 6
H -1.698 1.575 -4.744
H 1.494 -1.746 -4.829
C -2.600 -0.215 1.208
H -3.638 3.791 1.705
H -3.352 -1.266 2.899
C 2.450 0.177 -4.528
H -1.062 -2.472 -4.775
P -0.401 -0.314 -4.016
C 2.214 -4.286 6.136
H -5.338 -0.517 0.013
C 2.297 -3.021 6.713
P 2.579 0.230 -2.698
C 3.467 -1.385 -2.495
H -1.232 2.383 3.025
H -4.692 1.640 -2.031
H -0.038 2.082 -4.307
H -1.071 -1.234 -6.111
H 3.685 -1.578 -1.436
H -1.593 -1.454 2.695
H -4.435 3.084 -0.929
C -2.736 2.035 0.783
H -5.460 1.751 -0.480
C -1.748 1.418 3.048
C 0.316 0.841 -1.009
C 1.620 2.436 1.558
C 1.515 -4.457 4.947
C -4.511 1.986 -1.001
H 1.684 -0.948 6.482
C -2.787 3.482 1.064
H 2.559 -0.181 -0.268
H 1.433 -5.417 4.444
C 4.074 1.319 -2.566
H 1.876 -0.825 2.504
H -0.370 -0.646 0.408
H 2.060 -1.762 0.346
C 1.265 -0.675 -4.918
H -1.009 0.713 3.435
H -0.466 0.819 -1.863
C 1.612 -0.144 1.676
H 0.350 -3.438 3.419
H -4.543 -1.197 -1.416
C 1.795 -0.692 0.312
H 1.049 -0.456 -5.968
H -0.338 1.248 -5.857
H 0.660 2.969 1.646
H -2.635 -2.340 1.626
C -4.409 -1.000 -0.348
C 0.416 -0.504 -0.367
H -1.842 3.735 1.560
H 3.933 2.214 -3.182
H -4.262 -1.939 0.226
C -2.283 1.069 1.704
Co -1.615 -0.390 -2.315
H 2.668 -5.138 6.618
H -2.536 1.496 3.820
H 2.431 2.986 2.089
C -2.549 -1.370 2.135
H 2.414 1.203 -4.920
H 3.375 -0.284 -4.896
H 2.380 3.361 -0.241
C 2.003 2.389 0.079
H 2.839 -2.835 7.630
C -0.639 1.311 -4.802
H 2.797 1.655 -0.052
H 4.955 0.785 -2.943
C -3.391 1.361 -0.276
C 1.656 -1.964 6.098
H 4.407 -1.338 -3.058
H 4.248 1.619 -1.523
C 1.407 1.098 2.159
C -1.359 -1.445 -5.065
C -3.237 -0.092 -0.118
C 0.820 2.063 -0.743
H -2.841 3.983 0.090
H 0.325 -1.353 -1.085
H 2.853 -2.193 -2.909
H 0.838 1.168 3.075
H 0.288 2.946 -1.138
C 0.893 -3.368 4.356
O 0.219 -1.155 4.439
H -2.434 -1.255 -4.890
N 0.931 -2.130 4.945
*
```

Charge distribution, Löwdin scheme, values in e: number 1, H, carries 0.039; number 2, H, carries 0.078; number 3, C, carries -0.197; number 4, H, carries 0.111; number 5, H, carries 0.120; number 6, C, carries -0.405; number 7, H, carries 0.052; number 8, P, carries 0.677; number 9, C, carries -0.070; number 10, H, carries 0.087; number 11, C, carries -0.043; number 12, P, carries 1.011; number 13, C, carries -0.222; number 14, H, carries 0.068; number 15, H, carries 0.088; number 16, H, carries 0.040; number 17, H, carries 0.050; number 18, H, carries 0.041; number 19, H, carries 0.067; number 20, H, carries 0.077; number 21, C, carries -0.212; number 22, H, carries 0.105; number 23, C, carries -0.032; number 24, C, carries -0.175; number 25, C, carries -0.161; number 26, C, carries -0.050; number 27, C, carries -0.032; number 28, H, carries 0.137; number 29, C, carries -0.037; number 30, H, carries 0.037; number 31, H, carries 0.115; number 32, C, carries -0.231; number 33, H, carries 0.104; number 34, H, carries 0.112; number 35, H, carries 0.122; number 36, C, carries -0.406; number 37, H, carries 0.044; number 38, H, carries -0.012; number 39, C, carries -0.090; number 40, H, carries 0.129; number 41, H, carries 0.054; number 42, C, carries -0.205; number 43, H, carries 0.071; number 44, H, carries 0.053; number 45, H, carries 0.107; number 46, H, carries 0.080; number 47, C, carries -0.085; number 48, C, carries -0.207; number 49, H, carries 0.068; number 50, H, carries 0.053; number 51, H, carries 0.077; number 52, C, carries -0.192; number 53, Co, carries 0.298; number 54, H, carries 0.108; number 55, H, carries 0.109; number 56, H, carries 0.139; number 57, C, carries -0.029; number 58, H, carries 0.089; number 59, H, carries 0.094; number 60, H, carries 0.124; number 61, C, carries -0.200; number 62, H, carries 0.115; number 63, C, carries -0.260; number 64, H, carries 0.077; number 65, H, carries 0.054; number 66, C, carries -0.209; number 67, C, carries -0.007; number 68, H, carries 0.055; number 69, H, carries 0.035; number 70, C, carries -0.101; number 71, C, carries -0.296; number 72, C, carries -0.274; number 73, C, carries -0.056; number 74, H, carries 0.080; number 75, H, carries 0.102; number 76, H, carries 0.052; number 77, H, carries 0.080; number 78, H, carries 0.139; number 79, C, carries -0.015; number 80, O, carries -0.133; number 81, H, carries 0.031; number 82, N, carries -0.217

(2)
A cluster of 5 separate species, C29H48FN3O19P in total, computed with ωB97M-V with the def2-TZVPD basis set.

## Properties
* largest force on an atom: 0.0700 hartree/bohr
* HOMO energy: -12.01 eV
* Kohn-Sham gap: 6.49 eV
* electronic energy: -86218.7878 eV

Structure (ORCA input):
```
! RIJCOSX wB97M-V def2-TZVPD def2/J DEFGRID3
* xyz 1 1
N -5.834 0.024 0.434
O 4.078 -0.473 7.352
H 8.573 -2.540 2.452
H 0.016 1.283 4.032
H 1.161 0.331 1.249
H 5.918 -0.580 6.469
H 3.671 -1.105 1.784
H 3.782 -2.878 1.967
H 8.461 -0.761 2.273
O -0.547 -0.256 -3.754
C -4.206 1.887 -7.210
H 4.563 -0.713 5.345
O -3.313 -2.080 -1.946
C -0.670 1.397 -6.115
C 1.172 3.635 -9.734
H -2.814 3.466 1.729
H -4.665 4.416 -7.769
C 0.766 -0.711 8.367
C 0.233 2.580 -7.893
H 1.853 4.238 -9.134
O -4.382 1.806 -0.473
C -4.700 -0.308 -6.660
C -3.097 1.283 -0.393
C 0.746 -0.176 0.353
H 4.995 -2.087 6.406
H -4.223 0.712 -2.729
H -2.702 0.517 -3.658
H 1.169 -6.629 1.201
O -2.467 1.953 3.163
O 2.366 -1.671 6.483
H 1.021 -3.266 -0.688
H -1.598 0.057 4.804
H -1.649 1.873 -6.207
H 0.267 4.196 -9.967
O 2.143 -0.340 8.301
H 1.037 -1.123 -2.255
N -0.617 0.366 0.063
H -4.154 -0.264 -5.720
H -0.061 1.910 -5.371
H -3.058 4.245 -6.994
C -1.557 0.507 5.818
H 2.372 -2.125 -0.637
H 0.776 -1.779 1.858
C 1.938 -5.926 1.575
O 6.191 -1.888 1.455
O 4.902 -1.782 3.313
H 1.668 3.373 -10.666
F -4.194 -1.759 -3.888
H -0.850 3.135 2.668
C -2.311 1.513 0.772
H 1.623 -5.428 2.509
H 2.877 -1.928 3.140
C -2.964 2.385 1.907
C -3.038 0.587 6.343
O 2.515 -5.201 -0.597
C -3.233 0.198 -2.742
C 1.632 -2.643 0.008
H -3.187 4.536 -8.734
O -0.061 3.633 -7.388
O -4.664 2.287 -6.168
C -1.184 0.079 -1.107
C -1.429 2.876 3.591
H -3.707 0.550 5.460
O -4.149 0.611 -7.599
H -3.190 1.534 6.890
H 0.240 -0.405 7.461
N -1.093 1.084 1.052
O -3.664 2.636 -8.168
H -0.813 0.372 -5.797
O 0.851 2.416 -9.062
H -4.595 -1.308 -7.075
H -3.245 -0.275 7.012
H 9.066 -1.473 3.774
H 2.891 -6.477 1.725
H 0.664 -1.785 8.526
H 0.328 -0.191 9.216
H -0.415 -1.996 0.556
C 0.642 -1.705 0.759
O 7.047 -1.625 3.533
C 6.063 -1.776 2.646
C -3.650 4.038 -7.885
H -4.036 2.088 1.910
H 0.410 2.864 4.750
H -5.760 -0.108 -6.498
H 1.467 0.035 -0.454
C 3.751 -1.938 2.488
H -0.913 -2.259 -2.496
O -0.007 1.371 -7.377
H -1.858 3.812 3.999
C -0.430 2.169 4.540
C -2.510 0.522 -1.441
C -3.568 -1.312 -2.783
C 8.357 -1.600 2.960
O 2.259 -3.534 0.934
O -1.021 1.840 5.789
C 4.925 -1.002 6.327
C -5.191 0.794 -0.088
C 2.258 -4.846 0.497
C 2.819 -0.906 7.298
P -0.350 -0.947 -2.444
H -0.928 -0.131 6.473
*
```

Results of the Löwdin charge analysis, in e, for atoms 1 through 99: number 1, N, carries 0.248; number 2, O, carries 0.013; number 3, H, carries 0.101; number 4, H, carries 0.121; number 5, H, carries 0.135; number 6, H, carries 0.099; number 7, H, carries 0.100; number 8, H, carries 0.080; number 9, H, carries 0.100; number 10, O, carries -0.398; number 11, C, carries -0.637; number 12, H, carries 0.076; number 13, O, carries 0.171; number 14, C, carries -0.053; number 15, C, carries -0.036; number 16, H, carries 0.152; number 17, H, carries 0.099; number 18, C, carries -0.031; number 19, C, carries -0.612; number 20, H, carries 0.099; number 21, O, carries 0.099; number 22, C, carries -0.039; number 23, C, carries -0.094; number 24, C, carries -0.099; number 25, H, carries 0.105; number 26, H, carries 0.153; number 27, H, carries 0.130; number 28, H, carries 0.096; number 29, O, carries -0.141; number 30, O, carries 0.111; number 31, H, carries 0.120; number 32, H, carries 0.110; number 33, H, carries 0.085; number 34, H, carries 0.097; number 35, O, carries 0.014; number 36, H, carries 0.040; number 37, N, carries -0.086; number 38, H, carries 0.061; number 39, H, carries 0.096; number 40, H, carries 0.094; number 41, C, carries -0.244; number 42, H, carries 0.131; number 43, H, carries 0.123; number 44, C, carries 0.034; number 45, O, carries 0.133; number 46, O, carries -0.012; number 47, H, carries 0.096; number 48, F, carries 0.134; number 49, H, carries 0.117; number 50, C, carries -0.062; number 51, H, carries 0.082; number 52, H, carries 0.099; number 53, C, carries -0.107; number 54, C, carries -0.052; number 55, O, carries 0.151; number 56, C, carries -0.003; number 57, C, carries -0.187; number 58, H, carries 0.098; number 59, O, carries 0.118; number 60, O, carries 0.107; number 61, C, carries -0.139; number 62, C, carries -0.155; number 63, H, carries 0.066; number 64, O, carries 0.011; number 65, H, carries 0.081; number 66, H, carries 0.049; number 67, N, carries 0.245; number 68, O, carries 0.007; number 69, H, carries 0.064; number 70, O, carries 0.010; number 71, H, carries 0.102; number 72, H, carries 0.076; number 73, H, carries 0.096; number 74, H, carries 0.100; number 75, H, carries 0.105; number 76, H, carries 0.104; number 77, H, carries 0.123; number 78, C, carries -0.102; number 79, O, carries 0.004; number 80, C, carries -0.606; number 81, C, carries -0.033; number 82, H, carries 0.141; number 83, H, carries 0.135; number 84, H, carries 0.106; number 85, H, carries 0.120; number 86, C, carries -0.037; number 87, H, carries 0.062; number 88, O, carries 0.019; number 89, H, carries 0.143; number 90, C, carries -0.190; number 91, C, carries -0.035; number 92, C, carries -0.465; number 93, C, carries -0.030; number 94, O, carries -0.086; number 95, O, carries -0.142; number 96, C, carries -0.035; number 97, C, carries -0.272; number 98, C, carries -0.501; number 99, C, carries -0.613

In order of appearance, energy relative to the best compared isomer or geometry (same formula, charge and spin) = 75.6, 37.6 kcal per mole.